{"formula": "C2H4O2Pd", "method": "wB97M-V/def2-TZVPD", "total_charge": 1, "e_lumo_ev": [-4.70, -6.52], "energy_ev": -9697.5183, "gap_ev": [6.3, 8.0], "e_homo_ev": [-11.047, -14.515], "spin_multiplicity": 4, "relative_energy_kj_mol": 0.0, "elements": ["O", "H", "O", "Pd", "H", "C", "C", "H", "H"], "xyz": [[0.2699, 1.4141, 0.1431], [0.0324, 2.3363, 0.2926], [0.8460, -1.0214, -0.0864], [1.8723, 0.4803, -0.1247], [1.0248, -1.9645, -0.1643], [-0.5088, -0.7154, -0.1330], [-0.8093, 0.6078, -0.0731], [-1.1600, -1.4103, -0.6621], [-1.5672, 0.2731, 0.8079]], "atomic_forces_ev_per_a": [[-4.2, 2.8, 0.7], [-0.1, 0.2, 0.2], [-3.3, -5.2, 0.0], [8.9, 3.0, -0.9], [0.0, -0.2, 0.1], [1.6, -6.9, -2.2], [-3.8, 2.8, 2.9], [0.3, 0.1, -0.1], [0.5, 3.4, -0.8]], "lowdin_charge": [-0.1151, 0.1604, -0.1519, 0.9079, 0.1549, -0.1732, -0.1203, 0.1448, 0.1926]}